No. 1
Molecular formula: C7H11N
Method: DFT, ωB97M-V/def2-TZVPD

The geometry in XYZ format:
```
19
Properties=species:S:1:pos:R:3:forces:R:3
C -1.8205 -0.9749 0.0254 -8.17 0.02 0.95
C -0.4884 -1.3870 -0.1193 1.73 2.26 3.51
C 0.4921 -0.1648 0.0165 2.02 -3.70 -3.02
C 0.6363 0.9485 1.1490 -5.41 -2.45 -2.40
C 0.8443 1.8371 -0.0420 -0.59 1.76 -0.57
C 0.2961 0.9247 -1.1715 1.70 -0.24 2.74
C 1.7455 -1.0436 -0.1811 7.46 -4.68 2.07
H -2.4948 -0.6459 -1.0547 2.01 -1.10 3.45
H -2.3856 -1.9544 0.6977 0.84 2.84 -2.62
H -1.9927 -0.1496 0.8386 0.43 -1.21 -1.85
H -0.2828 -2.1421 -0.7603 0.84 -1.32 -3.43
H -0.3605 -2.0251 0.7140 0.80 -0.30 1.76
H -0.4602 0.8707 1.5699 1.52 1.14 -1.00
H 1.1231 0.8906 2.0532 2.32 -0.37 1.28
H 0.3377 2.7680 -0.0232 -0.17 1.23 0.24
H 1.8586 1.9814 -0.2530 1.69 0.45 0.10
H -0.7078 1.2479 -1.3719 -0.59 -0.64 -0.24
H 0.9474 0.8754 -2.0660 -0.60 -0.27 0.61
N 2.7122 -1.8569 -0.0216 -7.83 6.58 -1.59
```
Forces are in eV/Å.

Output
Total charge: 0
Relative energy (zero: lowest compared OMol25 entry of this formula, charge and spin) (kcal/mol): 131.1

No. 2
Molecular formula: C7H11N
Method: DFT, ωB97M-V/def2-TZVPD

The geometry in XYZ format:
```
19
Properties=species:S:1:pos:R:3:forces:R:3
C -1.9159 -0.3282 -0.0507 -1.34 -1.56 0.72
C -0.7778 -0.1470 0.2907 3.86 1.17 -1.23
C 1.5739 -0.8323 0.7763 0.10 0.93 -0.10
C -3.3633 -0.7038 -0.1955 1.61 0.54 0.49
C 0.9868 1.5857 0.8991 -1.51 0.38 0.83
C 1.1213 0.3650 -1.4468 -1.28 2.49 0.74
C 0.8766 0.3086 0.0672 -4.75 -0.30 1.87
N 1.9060 -1.8016 0.1110 0.74 -1.65 -3.06
H 1.8008 -0.7536 1.8099 0.02 0.52 1.29
H -3.6304 -0.1327 -1.0456 -1.02 0.28 -1.05
H -3.6123 -1.7750 -0.3334 0.46 0.70 0.24
H -3.8440 -0.2425 0.6627 -0.46 -0.36 0.07
H 0.0428 2.1683 0.9687 0.31 -0.54 -0.58
H 1.6634 2.2752 0.4466 1.09 0.35 0.17
H 1.1319 1.3639 1.9831 0.64 0.15 -0.86
H 1.8311 -0.3770 -1.5528 1.15 -1.73 -1.29
H 1.5411 1.3408 -1.8050 -0.28 -0.66 0.63
H 0.1557 0.2374 -1.9526 0.71 -0.39 -0.11
H 2.5123 -2.5513 0.3673 -0.05 -0.32 1.25
```
Forces are in eV/Å.

Output
Total charge: 0
SMILES: [H]/N=C/C(C)(C)C#CC
Relative energy (zero: lowest compared OMol25 entry of this formula, charge and spin) (kcal/mol): 96.0

No. 3
Molecular formula: C7H11N
Method: DFT, ωB97M-V/def2-TZVPD

The geometry in XYZ format:
```
19
Properties=species:S:1:pos:R:3:forces:R:3
C -0.3681 0.7575 0.9504 -0.41 -1.96 -2.18
C -0.5136 2.0071 1.3359 -1.04 -0.52 -0.02
C 1.2158 0.2404 -1.1691 -2.33 0.30 1.91
C -1.0297 -0.4611 0.2274 1.71 1.75 2.67
C 0.5263 -0.2261 0.2340 -0.29 1.21 -1.45
C -1.8870 -0.3301 -0.9812 -0.32 -2.02 0.68
C 1.4641 -1.1557 0.9969 -0.77 0.72 2.40
N 0.6446 1.0489 -1.9662 1.08 -0.05 -0.49
H 0.2705 2.7112 1.3942 1.05 0.44 0.18
H -1.4940 2.4162 1.5667 -0.01 -0.21 -0.01
H 2.1615 -0.2666 -1.1797 0.90 0.06 -0.97
H -1.3305 -1.2925 0.8896 0.28 0.44 -0.28
H -1.7521 -1.3545 -1.3763 -0.31 0.59 -0.88
H -1.6298 0.4466 -1.6568 0.26 0.47 -0.51
H -2.9316 -0.2940 -0.6763 -0.09 0.31 -0.04
H 1.5650 -0.9252 2.1642 -0.49 -0.57 -2.59
H 2.4206 -1.0039 0.5849 1.52 0.26 -0.23
H 1.2702 -2.2048 0.8208 -0.40 -0.30 0.23
H 1.1492 1.3450 -2.8539 -0.34 -0.92 1.57
```
Forces are in eV/Å.

Output
Total charge: 0
SMILES: [H]/N=C/[C@@]1(C)C(=C)[C@H]1C
Relative energy (zero: lowest compared OMol25 entry of this formula, charge and spin) (kcal/mol): 83.2

No. 4
Molecular formula: C7H11N
Method: DFT, ωB97M-V/def2-TZVPD

The geometry in XYZ format:
```
19
Properties=species:S:1:pos:R:3:forces:R:3
C -1.5155 0.4057 -0.0808 1.57 3.61 1.10
C -0.9038 -0.1111 1.1809 2.48 -1.08 -3.06
C 0.0563 -1.3353 0.6072 -2.38 1.04 4.07
C 1.0415 -0.7177 -0.1952 4.60 2.41 -2.13
C 0.6267 -0.2301 -1.6779 0.58 -3.51 -0.88
C -0.2667 0.8215 -0.9810 0.28 0.42 -1.09
C 0.8716 0.8006 0.1437 -4.62 -0.13 0.97
H -2.0882 -0.3291 -0.4301 -3.08 -2.25 -2.21
H -1.9511 1.3669 0.3566 -0.36 -1.19 -1.71
H -1.4647 -0.1344 2.0635 -1.29 -1.02 0.99
H -0.4503 -2.0865 0.1013 -1.10 -1.75 -0.37
H 0.6412 -1.6035 1.4703 -0.46 -1.24 0.60
H 2.0614 -1.1998 0.1656 -1.51 1.12 -1.87
H 1.5647 0.2499 -2.1290 -1.52 -0.43 0.51
H 0.2719 -1.0999 -2.4890 0.51 2.30 2.14
H -0.4765 1.6894 -1.6988 0.25 -0.83 1.56
H 1.5432 1.5707 0.0777 2.22 1.33 -0.28
H 0.4517 0.9825 2.1978 0.71 -0.08 0.66
N -0.0134 0.9600 1.3172 3.11 1.29 1.02
```
Forces are in eV/Å.

Output
Total charge: 0
SMILES: C1[C@H]2C[C@H]3C[C@@H]1[C@H]3N2
Relative energy (zero: lowest compared OMol25 entry of this formula, charge and spin) (kcal/mol): 89.6

| no. | LUMO energy (eV) |
| --- | --- |
| 1 | 0.8 |
| 2 | 0.9 |
| 3 | 1.0 |
| 4 | 1.0 |